No. 1
{"formula": "C30H36GeLuN7O3S", "method": "wB97M-V/def2-TZVPD", "largest_force_ev_per_a": 0.7, "e_lumo_ev": [4.33, 4.44], "multiplicity": 1, "charge": -2, "symbols": ["Lu", "N", "C", "S", "N", "N", "C", "C", "C", "C", "C", "C", "N", "H", "H", "H", "H", "H", "H", "H", "C", "O", "C", "C", "C", "C", "C", "C", "N", "N", "C", "C", "C", "C", "O", "C", "N", "C", "C", "C", "C", "H", "H", "H", "H", "H", "H", "H", "H", "H", "H", "H", "H", "C", "Ge", "C", "C", "C", "H", "H", "H", "H", "H", "H", "H", "H", "H", "H", "H", "C", "O", "C", "C", "H", "H", "H", "H", "H", "H"], "positions_angstrom": [[-0.6802, 0.8162, 1.2897], [2.4896, -0.7238, 4.3044], [1.8021, -0.1035, 3.2576], [1.0033, -1.1760, 2.1443], [1.8968, 1.1871, 3.2441], [1.1146, 1.8711, 2.3152], [1.6466, 3.0160, 1.9747], [1.0978, 3.9786, 1.1017], [1.9428, 4.9952, 0.5882], [1.6063, 5.7150, -0.5164], [0.3775, 5.4212, -1.1636], [-0.4893, 4.5542, -0.5647], [-0.2083, 3.9238, 0.6056], [2.7522, -1.6711, 4.0849], [3.2421, -0.1560, 4.6664], [2.6314, 3.2432, 2.3766], [2.9047, 5.1283, 1.0702], [2.2758, 6.4672, -0.9136], [0.1064, 5.8763, -2.1055], [-1.4632, 4.3404, -0.9712], [2.3719, -6.1048, -1.7494], [3.1663, -5.6687, -2.8255], [2.7118, -4.5443, -3.4984], [1.4494, -3.9932, -3.3445], [1.0837, -2.8480, -4.0511], [1.9679, -2.2164, -4.9485], [3.2358, -2.8230, -5.0958], [3.6018, -3.9504, -4.3890], [1.7070, -1.1194, -5.7450], [0.6487, -0.3462, -5.5165], [0.1544, -0.0850, -4.2540], [-1.2125, 0.1742, -4.1468], [-1.8549, 0.4014, -2.9212], [-1.1682, 0.4279, -1.7252], [-1.7526, 0.5350, -0.5246], [0.2471, 0.3576, -1.8069], [0.9244, 0.6027, -0.6399], [2.2352, 0.5507, -0.6427], [2.9827, 0.3106, -1.7985], [2.3226, 0.0887, -2.9851], [0.9185, 0.0833, -3.0330], [2.9292, -6.8950, -1.2485], [1.4116, -6.5093, -2.0876], [2.1757, -5.2955, -1.0395], [0.7308, -4.4304, -2.6635], [0.0946, -2.4378, -3.8977], [3.9318, -2.3627, -5.7888], [4.5871, -4.3885, -4.5082], [-1.7897, 0.1309, -5.0634], [-2.9328, 0.5276, -2.8879], [2.7219, 0.7314, 0.3107], [4.0639, 0.3041, -1.7507], [2.8801, -0.0736, -3.8955], [-1.5427, -2.9635, 3.8642], [-2.8507, -1.5943, 3.3500], [-3.7819, -2.2861, 1.7610], [-4.2024, -1.7455, 4.8003], [-2.2237, 0.2150, 3.1105], [-2.0697, -3.8740, 4.1691], [-0.9268, -2.6121, 4.6958], [-0.8689, -3.1939, 3.0407], [-4.2593, -3.2448, 1.9819], [-3.0790, -2.4238, 0.9354], [-4.5472, -1.5801, 1.4291], [-4.5649, -2.7752, 4.8918], [-5.0580, -1.0930, 4.5998], [-3.7646, -1.4455, 5.7571], [-1.6675, 0.4569, 4.0303], [-3.1346, 0.8294, 3.1316], [-3.5732, 2.8547, 0.8231], [-2.4880, 3.7577, 0.8092], [-1.2876, 3.2578, 1.3998], [-1.2530, 3.8258, 2.8165], [-3.9361, 2.6784, 1.8430], [-3.3145, 1.9001, 0.3659], [-4.3770, 3.3192, 0.2463], [-2.2102, 3.5800, 3.2794], [-1.1429, 4.9219, 2.8032], [-0.4697, 3.3976, 3.4390]], "forces_ev_per_a": [[-0.7431, -0.0572, 0.0067], [0.0179, -0.0693, -0.0621], [0.1009, -0.0107, -0.0642], [0.0200, 0.1452, 0.2167], [0.0120, 0.1014, 0.1941], [0.3971, -0.3943, 0.0859], [-0.0506, 0.3562, -0.0788], [0.1008, -0.1401, 0.0425], [0.0652, -0.0115, -0.0276], [-0.0133, 0.0273, -0.0032], [0.0016, -0.0579, 0.0135], [0.0495, 0.0545, -0.0298], [-0.0356, 0.1431, 0.0342], [0.0168, -0.0060, 0.0115], [-0.0205, 0.0247, 0.0118], [0.0137, 0.0591, 0.0277], [-0.0122, -0.0152, -0.0184], [0.0163, -0.0174, 0.0025], [-0.0152, -0.0117, 0.0254], [-0.0136, 0.0182, 0.0356], [0.0184, 0.0192, -0.0318], [-0.0054, -0.0362, 0.0698], [-0.0643, 0.0099, 0.0021], [-0.0223, 0.1142, -0.0670], [-0.0192, -0.1057, 0.0476], [-0.0008, 0.0929, 0.0080], [0.0673, -0.0825, 0.0249], [0.0338, 0.0749, -0.0773], [-0.0310, -0.0192, 0.1837], [0.0906, 0.0183, -0.0228], [-0.1342, 0.0760, 0.0869], [0.1175, -0.0313, 0.0502], [-0.1178, -0.0834, -0.0547], [-0.2281, 0.0076, 0.2110], [0.2582, 0.0123, -0.2386], [0.2396, 0.1096, -0.0111], [-0.2973, -0.2061, -0.1290], [0.0054, 0.2001, 0.0903], [-0.0058, -0.0188, -0.1435], [0.0417, -0.0102, 0.0847], [-0.0339, 0.1003, -0.0837], [0.0128, -0.0131, -0.0061], [-0.0119, -0.0025, -0.0106], [0.0057, 0.0104, 0.0045], [-0.0067, 0.0165, -0.0008], [0.0282, -0.0694, -0.0024], [-0.0197, -0.0069, -0.0005], [-0.0072, 0.0162, -0.0019], [-0.0154, -0.0044, 0.0198], [0.0201, -0.0260, -0.0197], [-0.0057, -0.0416, 0.0046], [-0.0169, 0.0038, 0.0035], [-0.0037, -0.0440, -0.0871], [0.1396, -0.0355, 0.0139], [-0.1292, 0.0862, 0.0809], [0.0119, 0.0158, -0.1230], [-0.1336, 0.0382, 0.0569], [0.1900, -0.2325, -0.1736], [0.0103, 0.0580, -0.0070], [-0.0186, -0.0324, -0.0272], [0.0014, -0.0238, 0.0256], [0.0081, 0.0154, -0.0262], [-0.0489, 0.0102, 0.0213], [0.0158, -0.0314, 0.0013], [0.0084, 0.0516, 0.0066], [0.0348, -0.0332, 0.0290], [-0.0235, -0.0134, -0.0390], [0.0543, 0.0680, -0.0239], [0.0240, 0.0832, -0.0548], [0.0034, 0.0807, 0.0724], [-0.1702, -0.0382, -0.1752], [0.1761, -0.3349, -0.0236], [0.0245, 0.1073, 0.0082], [0.0121, -0.0070, 0.0050], [0.0420, -0.0452, -0.0413], [0.0058, 0.0266, 0.0195], [0.0130, -0.0155, 0.0279], [-0.0465, -0.0277, 0.0226], [-0.0041, 0.0100, -0.0033]]}

***

No. 2
{"formula": "C30H36N2O6", "method": "wB97M-V/def2-TZVPD", "largest_force_ev_per_a": 1.6, "smiles": "CC(=O)OCCCCCc1c(CCCCOC=O)ccc2c1C(=O)C=CC2=O.c1cc[nH]c1.c1cc[nH]c1", "e_lumo_ev": -0.97, "multiplicity": 1, "charge": 0, "symbols": ["C", "C", "O", "O", "C", "C", "C", "C", "C", "C", "C", "C", "C", "C", "C", "O", "C", "O", "C", "C", "C", "C", "C", "O", "C", "C", "C", "O", "H", "H", "H", "H", "H", "H", "H", "H", "H", "H", "H", "H", "H", "H", "H", "H", "H", "H", "H", "H", "H", "H", "H", "H", "H", "H", "N", "C", "C", "C", "C", "H", "H", "H", "H", "H", "N", "C", "C", "C", "C", "H", "H", "H", "H", "H"], "positions_angstrom": [[5.4537, -1.1937, 1.6662], [6.2155, 0.1292, 1.4666], [7.2710, 0.3572, 1.9865], [5.6090, 1.1155, 0.6684], [4.4253, 1.5686, 1.3752], [3.8309, 2.9092, 0.8220], [2.2785, 2.7345, 0.8168], [1.8626, 1.9631, -0.4977], [0.3237, 2.2376, -0.7500], [-0.4261, 1.1969, -1.6319], [-1.6714, 0.5858, -1.2398], [-2.4290, 0.8852, 0.0598], [-2.8374, 2.3765, 0.2259], [-4.0067, 2.6172, 1.2372], [-4.1284, 1.5172, 2.3075], [-5.0459, 1.9030, 3.3413], [-5.4844, 0.7313, 3.9458], [-6.5263, 0.2120, 3.6666], [-2.2812, -0.3316, -2.0675], [-1.7407, -0.7425, -3.2769], [-0.5622, -0.1609, -3.6571], [0.0766, 0.8043, -2.8662], [1.3557, 1.4067, -3.4377], [1.6471, 2.5745, -3.3438], [2.2236, 0.4141, -4.1924], [1.6167, -0.4999, -4.9327], [0.1034, -0.5488, -4.9710], [-0.5182, -0.8363, -5.9669], [4.6008, -0.9466, 2.3345], [5.0126, -1.5506, 0.7275], [6.0796, -1.9344, 2.1645], [3.6442, 0.8037, 1.2492], [4.6940, 1.7292, 2.4296], [4.2265, 3.0459, -0.1951], [4.1374, 3.7880, 1.4004], [1.9422, 2.1981, 1.7148], [1.8477, 3.7477, 0.8097], [2.0895, 0.8888, -0.4145], [2.5139, 2.3646, -1.2765], [-0.1519, 2.1966, 0.2393], [0.1843, 3.2301, -1.1941], [-1.8769, 0.5125, 0.9392], [-3.3715, 0.3205, 0.0584], [-3.1639, 2.7113, -0.7696], [-2.0071, 3.0269, 0.5216], [-3.7656, 3.5342, 1.7953], [-4.9515, 2.7624, 0.7022], [-4.5202, 0.6238, 1.7934], [-3.1360, 1.2580, 2.7191], [-4.7781, 0.3118, 4.6932], [-3.2379, -0.7819, -1.7957], [-2.2168, -1.4650, -3.9362], [3.3078, 0.4819, -4.1010], [2.2472, -1.2168, -5.4598], [-1.8435, -4.4980, -3.2096], [-1.9906, -5.8260, -3.5041], [-2.8608, -6.3652, -2.5946], [-3.2589, -5.3199, -1.7190], [-2.6168, -4.1808, -2.1257], [-1.2586, -3.8550, -3.7114], [-1.4642, -6.2705, -4.3317], [-3.1781, -7.3942, -2.5606], [-3.9392, -5.3962, -0.8868], [-2.6409, -3.1759, -1.7398], [-0.0260, 0.1160, 3.7373], [0.6524, -0.0992, 4.9107], [1.7114, -0.9260, 4.6394], [1.6593, -1.2186, 3.2521], [0.5955, -0.5621, 2.7203], [-0.8493, 0.6810, 3.6400], [0.3253, 0.3558, 5.8302], [2.4404, -1.2751, 5.3515], [2.3373, -1.8386, 2.6878], [0.2197, -0.5181, 1.7107]], "forces_ev_per_a": [[-0.5727, 1.1011, 0.0768], [0.4009, -0.0079, -0.0530], [-0.4152, -0.1857, -0.3894], [-0.1290, -0.5799, 1.0240], [-0.3157, 0.8861, -0.4166], [0.0137, -1.2370, 0.1706], [0.8688, 0.1128, -1.2174], [-0.6587, 0.9916, 0.9932], [0.2685, -1.4185, -0.2012], [-0.5518, 0.1434, 0.5344], [0.4683, 0.6447, 0.6530], [0.1472, 0.5605, 0.0466], [-0.3716, -0.1710, 0.0492], [0.6961, 0.1635, 0.6062], [0.0392, -0.0710, -1.2344], [0.0580, -0.8843, 0.0802], [-0.7239, 0.0134, -0.2432], [0.8162, 0.4751, 0.3636], [-0.6123, -0.7444, -0.4299], [-0.0067, 0.2098, -0.1580], [0.9915, 0.0208, -0.9831], [0.6008, 0.2559, -0.1317], [-0.0506, -0.5437, -0.2145], [-0.0547, -0.2133, -0.0162], [-0.4204, 0.6264, 0.7006], [0.0850, -0.4608, 0.0323], [0.2768, 0.2650, 0.2149], [0.1273, -0.2733, 0.3551], [0.4263, -0.2711, -0.2842], [0.2659, 0.0154, 0.1921], [0.0050, 0.1849, -0.2514], [0.2427, 0.1207, 0.3652], [-0.2463, -0.3230, -0.1368], [-0.2903, 0.0369, 0.1948], [0.0406, -0.3506, 0.0634], [0.0176, 0.2021, -0.1229], [-0.1948, -0.4022, -0.0315], [-0.2541, 0.2155, 0.0686], [-0.4431, -0.1039, -0.0215], [0.1162, 0.2136, -0.2773], [0.0824, -0.1432, 0.2481], [0.0233, 0.2042, -0.2693], [0.3846, -0.0669, -0.2447], [0.0998, 0.0782, 0.2973], [-0.0158, -0.3420, -0.1597], [-0.3480, -0.0376, -0.3108], [0.0970, -0.1521, 0.3218], [0.1071, 0.0928, 0.3916], [-0.3011, 0.1948, 0.0733], [-0.1464, 0.2435, -0.2067], [0.2370, 0.2362, 0.2149], [-0.0578, 0.1387, 0.2088], [-0.2756, 0.2075, -0.1453], [-0.6015, 0.0662, -0.2958], [-0.0623, -0.0241, 0.0094], [0.0637, 0.0097, -0.0226], [0.0118, -0.0259, -0.0369], [-0.0194, 0.0362, 0.0218], [0.0338, 0.0499, 0.0038], [-0.0131, -0.0116, -0.0009], [-0.0167, -0.0144, 0.0191], [0.0029, 0.0164, -0.0056], [0.0072, 0.0035, -0.0146], [0.0166, -0.0314, 0.0311], [0.1413, -0.0229, 0.0679], [-0.0555, 0.0342, -0.0833], [-0.1348, 0.1233, 0.0863], [0.5695, -0.2840, -0.1698], [-0.5229, 0.3117, -0.0985], [0.0271, 0.0148, 0.0231], [0.0160, -0.0220, -0.0016], [-0.0322, -0.0120, -0.0040], [0.0058, -0.0458, 0.0714], [0.0156, -0.0435, 0.0097]]}

***

No. 3
{"formula": "C30H37AsN7O4S4Ti", "method": "wB97M-V/def2-TZVPD", "largest_force_ev_per_a": 2.3, "e_lumo_ev": -4.66, "multiplicity": 1, "charge": 1, "symbols": ["Ti", "N", "C", "C", "N", "H", "H", "H", "H", "H", "H", "H", "H", "O", "C", "O", "C", "O", "O", "N", "C", "C", "C", "C", "C", "C", "S", "N", "C", "C", "C", "C", "C", "C", "N", "H", "H", "H", "H", "H", "H", "H", "H", "H", "C", "C", "As", "C", "C", "C", "C", "H", "H", "H", "H", "H", "H", "H", "H", "H", "H", "H", "H", "H", "H", "H", "S", "C", "S", "C", "N", "N", "C", "C", "C", "C", "C", "C", "S", "H", "H", "H", "H", "H"], "positions_angstrom": [[0.4576, 0.3106, 0.2629], [-0.6057, 0.4509, -1.8743], [-2.0413, 0.8138, -1.9096], [-2.5856, 0.7956, -0.4799], [-1.7155, -0.0771, 0.3204], [-0.1361, 0.8883, -2.6572], [-0.5634, -0.5586, -2.0643], [-2.5878, 0.0958, -2.5199], [-2.1615, 1.8044, -2.3460], [-3.6205, 0.4526, -0.4733], [-2.5607, 1.7990, -0.0541], [-1.7566, -1.0439, -0.0967], [-2.0902, -0.1822, 1.2586], [1.2363, -2.0259, 3.2736], [1.1972, -1.1506, 2.4760], [0.1968, -0.8673, 1.6351], [2.3219, -0.0969, 2.2479], [3.3436, -0.0451, 2.8525], [1.9294, 0.7326, 1.2857], [3.1907, -1.8491, -2.1069], [2.8834, -3.2339, -2.1382], [3.5006, -4.0532, -3.0641], [3.2014, -5.4103, -3.1012], [2.2767, -5.9406, -2.2208], [1.6453, -5.1134, -1.2976], [1.9617, -3.7716, -1.2551], [1.1583, -2.7400, -0.0600], [1.4830, -1.1886, -0.6591], [2.4354, -0.9149, -1.5079], [2.6852, 0.5061, -1.7682], [3.7371, 0.9677, -2.5539], [3.9330, 2.3263, -2.7021], [3.0767, 3.1972, -2.0480], [2.0499, 2.6620, -1.2939], [1.8337, 1.3555, -1.1594], [3.8694, -1.5466, -2.7838], [4.2209, -3.6367, -3.7602], [3.6896, -6.0440, -3.8279], [2.0351, -6.9937, -2.2505], [0.9146, -5.5096, -0.6032], [4.4138, 0.2782, -3.0372], [4.7413, 2.7000, -3.3155], [3.1967, 4.2681, -2.1230], [1.3584, 3.3162, -0.7858], [2.0920, 3.2805, 3.1001], [1.1097, 3.8929, 2.1053], [-0.2407, 2.6913, 1.2801], [-1.3058, 4.1717, 0.4651], [-0.8338, 4.6582, -0.9049], [-1.4558, 2.4625, 2.8266], [-1.1193, 1.3143, 3.7794], [2.7313, 4.0646, 3.5068], [2.7383, 2.5433, 2.6357], [1.5751, 2.8154, 3.9386], [1.6594, 4.3733, 1.2930], [0.5169, 4.6615, 2.6016], [-1.2791, 4.9926, 1.1811], [-2.3407, 3.8333, 0.4013], [0.1298, 5.1661, -0.8314], [-1.5485, 5.3748, -1.3087], [-0.7486, 3.8343, -1.6168], [-2.4644, 2.3343, 2.4279], [-1.4446, 3.4090, 3.3678], [-1.0519, 0.3612, 3.2632], [-1.8929, 1.2202, 4.5411], [-0.1744, 1.4841, 4.2948], [-5.0172, -6.8562, -3.4217], [-4.2915, -5.6411, -2.5641], [-2.9343, -4.7958, -3.2688], [-2.8148, -3.7750, -1.8279], [-3.7047, -4.0686, -0.9524], [-4.5343, -5.1023, -1.3321], [-5.5116, -5.4718, -0.3480], [-6.4693, -6.4636, -0.5442], [-7.3765, -6.7590, 0.4644], [-7.3492, -6.0823, 1.6704], [-6.3966, -5.0945, 1.8661], [-5.4849, -4.7879, 0.8724], [-1.6133, -2.5867, -1.6818], [-6.5164, -7.0066, -1.4681], [-8.1130, -7.5332, 0.2943], [-8.0587, -6.3214, 2.4520], [-6.3580, -4.5553, 2.8039], [-4.7424, -4.0250, 1.0331]], "forces_ev_per_a": [[-1.7987, 0.4833, -1.3860], [-0.0378, -0.1838, 0.2557], [-0.2428, 0.0431, 0.1261], [0.0222, 0.0995, -0.2531], [-0.0714, 0.0390, 0.0851], [0.1396, 0.0805, 0.0529], [-0.1523, 0.0199, -0.1870], [0.0873, -0.0258, -0.0328], [0.0460, 0.0045, -0.0117], [0.0208, -0.0626, 0.0435], [-0.0382, -0.0611, 0.0341], [-0.1025, 0.0275, 0.0113], [0.1266, -0.0053, 0.0971], [-0.2317, 0.1175, -0.1083], [0.9701, 0.0029, 0.7226], [-0.5172, -0.5613, 0.3508], [-0.0044, -0.5203, 0.7461], [-0.0591, 0.0965, -0.1575], [0.9262, 0.5532, 0.3415], [-0.0926, 0.4361, 0.0931], [-0.0344, -0.5840, -0.0327], [0.0745, 0.1532, -0.0600], [-0.0258, 0.0047, -0.0067], [0.0088, 0.0079, 0.0401], [-0.0664, -0.0335, 0.0091], [-0.1817, 0.5212, -0.0033], [0.5652, -1.0445, 0.3937], [0.4835, 0.1373, -0.9330], [-0.1465, -0.8998, 0.0960], [0.2669, 0.8203, -0.3049], [-0.1989, -0.3866, 0.1378], [-0.0624, 0.2791, 0.0466], [0.1535, -0.1663, -0.1758], [-0.2230, 0.0636, 0.0656], [0.8017, -0.2117, -0.1854], [0.0324, 0.0098, 0.0084], [-0.0073, -0.0091, 0.0051], [0.0098, 0.0040, 0.0040], [0.0005, 0.0023, 0.0104], [-0.0355, -0.0227, -0.0664], [0.0233, 0.0414, -0.0179], [0.0217, -0.0116, 0.0253], [-0.0285, 0.0079, 0.0176], [0.0201, -0.0043, -0.0016], [-0.0632, 0.0191, -0.0812], [0.2482, -0.3868, -0.0653], [-0.7660, 1.6689, 0.8136], [0.1422, -0.3736, -0.3585], [-0.0435, -0.0591, 0.2070], [0.1322, -0.4348, 0.0927], [0.0043, 0.1648, -0.0257], [-0.0421, 0.0296, 0.0206], [0.0329, -0.0519, 0.0121], [0.0312, -0.0328, 0.0165], [-0.0733, 0.0281, -0.0401], [-0.1324, 0.0112, -0.1209], [0.0149, -0.0840, 0.1209], [0.0266, -0.0329, 0.0625], [0.0079, -0.0121, -0.0750], [0.0364, 0.0218, -0.0333], [-0.0037, 0.0386, -0.0443], [0.0339, 0.0282, -0.1150], [0.0346, 0.1054, -0.1298], [-0.0220, -0.1065, -0.0046], [0.0019, 0.0308, 0.0088], [0.0164, -0.0409, -0.0059], [-0.0375, 0.0271, 0.1499], [-0.0906, -0.1118, -0.0619], [-0.0588, 0.2685, 0.5311], [-0.6875, -0.8456, -0.6639], [0.0567, 0.3274, 0.3827], [0.1575, -0.1191, -0.3848], [-0.0373, 0.0702, 0.1832], [0.0790, 0.0361, -0.1066], [0.0217, 0.0556, 0.0580], [-0.0723, -0.0431, 0.0508], [0.0102, -0.0030, -0.0362], [0.0216, -0.0282, -0.0310], [0.5164, 0.5999, -0.0544], [0.0471, -0.0271, -0.1377], [0.0109, -0.0041, -0.0242], [0.0000, -0.0016, -0.0172], [0.0135, 0.0020, -0.0032], [-0.0099, 0.0039, 0.0149]]}